[1]
DFT (ωB97M-V/def2-TZVPD) results for a single C5H6F4N2 molecule.

Structure (XYZ):
```
17
Properties=species:S:1:pos:R:3
C 1.82465 2.07057 1.99638
C 0.87300 1.69612 1.15279
C 0.07735 -0.00400 -0.46129
C -1.88763 -1.66589 -0.33689
C 0.44853 -0.43085 -1.85851
N 0.85595 0.90183 0.01841
N -0.93533 -0.69892 0.10865
F 1.05652 -1.60428 -1.80731
F 1.27319 0.46301 -2.37405
F -0.62611 -0.52401 -2.74957
F -1.06468 -0.63401 1.47108
H 1.79351 2.62877 2.92414
H 2.78888 1.71617 1.74987
H -0.13972 1.96235 1.43980
H -1.65948 -1.96286 -1.38227
H -1.69743 -2.54358 0.10642
H -2.98121 -1.37039 0.00236
```

Computed properties:
HOMO = -8.697 eV
LUMO = 0.709 eV
HOMO-LUMO gap = 0.346 Eh
Energy relative to the best compared isomer or geometry (same formula, charge and spin) = 0.0 kcal per mole
2S+1 = 1

[2]
DFT (ωB97M-V/def2-TZVPD) results for C24H68AsCl8F6O26P6 as an isolated structure.

Structure (XYZ):
```
139
Properties=species:S:1:pos:R:3
As -13.95128 31.37449 14.35915
F -13.91142 29.78890 13.61528
F -15.39058 30.86629 15.31294
F -14.02523 33.00008 15.15838
F -12.51828 31.87050 13.37023
F -15.05705 31.97019 13.08657
F -12.87089 30.83422 15.63221
C -4.63737 26.34497 13.69782
O -4.65384 27.74183 13.75779
P -4.56043 28.47434 15.22398
O -3.37465 28.13938 16.06015
O -4.67379 30.07037 14.87798
C -3.86178 30.66234 13.86492
O -6.03979 28.14791 15.92971
C -7.32500 28.53911 15.36410
H -5.47553 25.95224 13.12219
H -4.53233 25.86115 14.66889
H -3.75619 25.99588 13.15951
H -3.11817 31.23885 14.41518
H -4.30894 31.41746 13.21843
H -3.47126 29.96631 13.12252
H -8.10410 27.84308 15.67500
H -7.34836 28.56220 14.27459
H -7.64759 29.55876 15.57471
C -17.74019 28.81728 8.81901
O -18.60784 29.60312 8.05481
P -18.06180 30.39652 6.74761
O -17.55244 29.49199 5.68982
O -19.26500 31.28948 6.15635
C -20.51825 30.60380 5.84041
O -16.94303 31.50683 7.25294
C -17.42080 32.85212 7.65332
H -16.96315 28.48610 8.13008
H -18.19565 27.86660 9.09631
H -17.24516 29.29522 9.66436
H -20.54459 30.51995 4.75396
H -21.38321 31.19785 6.13546
H -20.83032 29.66811 6.30430
H -17.15588 32.88131 8.71023
H -18.50711 32.93236 7.61357
H -16.93942 33.67137 7.11929
C -16.68288 20.72970 16.42412
O -17.19202 21.95458 16.82093
P -16.88332 23.28574 15.93148
O -16.70414 23.14994 14.43586
O -18.05851 24.34935 16.39065
C -18.03240 25.75494 16.12254
O -15.55181 23.84174 16.72266
C -14.49145 24.43247 16.07966
H -16.10390 20.25461 17.21606
H -15.96804 20.75885 15.60177
H -17.45688 20.00932 16.15941
H -18.97267 25.99624 15.62679
H -17.25175 26.10065 15.44493
H -18.00784 26.28087 17.07696
H -14.86881 25.37599 15.68538
H -14.15014 23.84702 15.22592
H -13.60749 24.62179 16.68864
C -7.88519 33.82281 11.58179
O -7.52969 32.77292 10.71472
P -7.69202 33.04133 9.09679
O -7.31009 34.39937 8.61756
O -6.79317 31.86006 8.46543
C -5.41315 31.94731 8.69727
O -9.20615 32.53087 8.69501
C -10.25222 33.40322 8.92754
H -7.40929 33.53905 12.52045
H -8.95792 33.92307 11.74702
H -7.45707 34.76468 11.23871
H -5.17551 32.91036 9.14911
H -4.89600 31.98922 7.73869
H -5.11568 31.15463 9.38377
H -11.24043 32.98814 9.12567
H -10.36038 34.06290 8.06659
H -10.19032 34.11114 9.75405
C -21.99443 30.25746 13.24123
O -22.73155 29.62439 14.27508
P -23.79871 30.47149 15.19271
O -24.87837 31.09918 14.45190
O -24.10223 29.32725 16.28779
C -24.44048 28.05269 15.75024
O -22.83302 31.49739 15.97122
C -21.64641 31.01152 16.66436
H -21.99765 31.32155 13.47745
H -22.58544 30.08006 12.34270
H -20.99104 29.85296 13.10819
H -23.63470 27.31987 15.79243
H -24.85470 28.12619 14.74470
H -25.29404 27.75589 16.35970
H -21.98633 30.13903 17.22231
H -21.27217 31.82548 17.28525
H -20.80055 30.84659 15.99698
C -19.20694 40.74612 15.39467
O -19.73885 40.07544 16.47062
P -19.16130 38.61020 16.90428
O -17.74308 38.60857 17.44306
O -20.27929 38.06499 17.94035
C -20.69903 38.67138 19.15413
O -19.52404 37.68042 15.58183
C -18.78210 36.52726 15.31590
H -18.95917 41.74054 15.76591
H -19.98552 40.82410 14.63584
H -18.30072 40.26631 15.02502
H -21.77246 38.82761 19.26109
H -20.24859 39.65385 19.29541
H -20.33263 38.21928 20.07579
H -18.21620 36.66783 14.39497
H -19.52002 35.72810 15.24573
H -18.07391 36.31861 16.11779
C -10.51035 27.41970 9.93767
C -11.35309 27.78859 8.78428
O -12.09310 26.68305 8.29267
O -11.23024 26.63661 10.98550
H -10.11764 28.35297 10.34126
H -9.67887 26.84226 9.53358
H -10.83610 28.29930 7.97188
H -12.06860 28.49942 9.19761
H -12.37268 26.20181 9.07488
H -12.02441 27.11641 11.23183
C -9.42760 35.78917 18.01753
Cl -8.43681 34.63691 18.86376
Cl -8.59949 37.26344 17.45197
H -9.81006 35.27309 17.13692
H -10.22668 36.06496 18.70565
C -13.29427 37.45462 13.12526
Cl -14.30468 38.67903 12.29774
Cl -11.61167 37.94109 12.84210
H -13.50772 37.45927 14.19414
H -13.48815 36.46885 12.70244
C -16.54077 33.22896 20.11778
Cl -17.23495 31.58865 20.06359
Cl -17.66770 34.33628 20.96874
H -15.65818 33.21639 20.75728
H -16.38260 33.58681 19.10042
C -12.65411 28.42845 19.90644
Cl -13.33142 27.23074 21.05829
Cl -11.69383 29.58202 20.74634
H -12.05204 27.85159 19.20441
H -13.51144 28.87680 19.40436
```

Computed properties:
HOMO = -8.560 eV
LUMO = 1.620 eV
Net charge = -1
HOMO-LUMO gap = 0.374 Eh
Energy relative to the best compared isomer or geometry (same formula, charge and spin) = 61.9 kcal per mole
2S+1 = 1